# 1
DFT (wB97M-V/def2-TZVPD) results for one molecule with the formula C7H16FNO6S2.

Calculated values
HOMO energy   -10.37 eV
Lowest unoccupied orbital energy   0.513 eV
SMILES   CCCON(CCCCS(=O)(=O)O)S(=O)(=O)F
E   -45678.9403 eV
HOMO-LUMO gap   10.88 eV

```
! wB97M-V def2-TZVPD RIJCOSX def2/J DEFGRID3
* xyz 0 1
C 2.02 -2.25 0.33
C 2.74 -1.22 -0.55
C 3.27 -0.01 0.21
O 2.56 1.21 -0.03
N 1.19 1.02 0.24
C 0.44 1.84 -0.75
C -0.97 1.33 -1.15
C -1.29 -0.16 -0.97
C -2.18 -0.52 0.22
S -3.90 -0.12 -0.05
O -4.01 0.76 -1.17
O -4.54 0.18 1.20
O -4.46 -1.56 -0.51
S 0.96 1.37 1.89
O 0.53 0.19 2.55
O 2.00 2.19 2.41
F -0.32 2.28 1.78
H 1.01 -1.91 0.59
H 1.93 -3.21 -0.19
H 2.57 -2.42 1.25
H 2.06 -0.87 -1.33
H 3.56 -1.71 -1.07
H 4.29 0.24 -0.10
H 3.29 -0.20 1.29
H 0.41 2.88 -0.43
H 1.09 1.80 -1.62
H -1.74 1.94 -0.69
H -1.04 1.54 -2.22
H -1.80 -0.51 -1.87
H -0.37 -0.74 -0.89
H -1.93 -0.01 1.15
H -2.15 -1.59 0.43
H -5.21 -1.76 0.07
*
```

# 2
DFT (wB97M-V/def2-TZVPD) results for C4H6AgO3 as an isolated structure at a distorted geometry.

Calculated values
HOMO energy (alpha / beta)   -14.55 / -15.67 eV
Lowest unoccupied orbital energy (alpha / beta)   -4.625 / -7.735 eV
Expectation value of S²   2.012
E   -14372.7619 eV
HOMO-LUMO gap (alpha / beta)   9.93 / 7.93 eV

```
! wB97M-V def2-TZVPD RIJCOSX def2/J DEFGRID3
* xyz 1 3
H 1.48 -3.21 1.71
C 0.42 -3.73 0.86
H -0.13 -4.26 0.07
H -0.23 -3.70 1.75
C 1.37 -2.85 0.49
O 1.72 1.21 -0.46
C 0.48 1.49 -0.46
O -0.37 0.58 -0.27
Ag 1.21 -0.73 -0.09
O 0.13 2.73 -0.69
C -1.26 3.05 -0.72
H -1.76 2.49 -1.52
H -1.73 2.82 0.25
H -1.32 4.12 -0.92
*
```

# 3
DFT (wB97M-V/def2-TZVPD) results for C40H36ClHgN3Si2 as an isolated structure at a distorted geometry.

Calculated values
HOMO energy   -6.72 eV
Lowest unoccupied orbital energy   -1.382 eV
E   -78983.2986 eV
HOMO-LUMO gap   5.34 eV

```
! wB97M-V def2-TZVPD RIJCOSX def2/J DEFGRID3
* xyz 0 1
C -1.27 -0.68 1.17
C -1.84 0.11 0.09
C -2.21 -0.84 -0.97
H -2.27 1.11 0.20
C -1.82 -2.12 -0.53
C -1.24 -2.02 0.78
H -0.90 -2.87 1.38
H -0.96 -0.28 2.14
H -2.76 -0.60 -1.88
H -2.00 -3.05 -1.06
Hg 0.02 0.48 -1.05
Si -0.04 0.16 -7.01
C 0.45 1.67 -8.00
C 1.73 1.87 -8.56
H 2.50 1.11 -8.45
C 2.01 3.04 -9.27
H 3.00 3.19 -9.71
C 1.01 4.02 -9.44
H 1.23 4.93 -10.01
C -0.25 3.83 -8.88
H -1.03 4.58 -9.01
C -0.53 2.66 -8.16
H -1.52 2.51 -7.72
C 0.67 -1.27 -8.07
C 0.23 -1.35 -9.40
H -0.47 -0.59 -9.79
C 0.66 -2.37 -10.25
H 0.29 -2.42 -11.27
C 1.56 -3.34 -9.78
H 1.88 -4.15 -10.44
C 2.04 -3.26 -8.48
H 2.74 -4.01 -8.10
C 1.60 -2.23 -7.63
H 2.00 -2.20 -6.61
H -1.52 0.07 -6.95
Si 1.66 -0.19 -5.00
C 0.51 -1.67 -4.49
C -0.87 -1.81 -4.74
H -1.47 -1.04 -5.26
C -1.59 -2.95 -4.35
H -2.65 -3.03 -4.60
C -0.95 -3.97 -3.65
H -1.50 -4.88 -3.37
C 0.41 -3.82 -3.34
H 0.91 -4.61 -2.78
C 1.12 -2.68 -3.74
H 2.16 -2.59 -3.45
C 0.44 1.36 -4.67
C -0.81 1.27 -4.01
H -1.17 0.31 -3.64
C -1.63 2.39 -3.82
H -2.61 2.26 -3.35
C -1.21 3.65 -4.23
H -1.87 4.51 -4.13
C 0.07 3.78 -4.78
H 0.41 4.76 -5.10
C 0.90 2.67 -4.93
H 1.90 2.82 -5.35
H 3.07 -0.33 -4.59
Cl 2.06 0.25 -2.32
C 2.22 -2.70 3.62
C 2.34 -1.43 4.22
C 2.38 -0.30 3.42
C 2.23 -0.42 2.02
C 2.22 -1.70 1.42
C 2.18 -2.84 2.22
N 1.93 0.68 1.21
N 1.91 1.78 1.86
C 1.46 2.88 1.12
C 1.58 4.16 1.72
C 1.10 5.26 1.03
C 0.57 5.07 -0.26
C 0.53 3.78 -0.78
N 0.91 2.69 -0.09
H 2.16 -3.59 4.25
H 2.41 -1.32 5.30
H 2.47 0.71 3.82
H 2.20 -1.75 0.33
H 2.11 -3.83 1.77
H 2.04 4.19 2.71
H 1.14 6.26 1.47
H 0.19 5.89 -0.86
H 0.17 3.58 -1.80
*
```